Entry 1:
The following is a quantum chemistry calculation of a structure of composition C8H10F3MnNO3S in a non-equilibrium geometry, from the Open Molecules 2025 dataset.

Cartesian coordinates (Å):
Mn  0.109  -0.028  -0.705
S  -0.076  0.569  2.199
F  -0.569  1.008  4.885
F  -1.414  -0.877  4.199
F  0.729  -0.715  4.567
O  -1.459  0.835  1.786
O  0.527  -0.572  1.461
O  0.890  1.652  2.385
N  -1.177  -1.417  -0.568
C  1.235  1.854  -1.153
C  -0.064  2.208  -0.661
C  -0.288  -2.423  -0.997
C  -0.338  -0.043  4.029
C  -1.045  1.617  -1.528
C  1.086  -1.769  -1.180
C  1.064  1.035  -2.311
C  -0.348  0.870  -2.538
H  1.839  -2.137  -0.478
H  1.865  0.656  -2.958
H  -2.155  -1.669  -0.475
H  -0.271  2.921  0.147
H  -2.129  1.780  -1.478
H  -0.805  0.375  -3.406
H  -0.632  -2.842  -1.953
H  1.450  -1.832  -2.211
H  2.192  2.224  -0.756
H  -0.217  -3.277  -0.303

Computed properties:
**Multiplicity**: 6
**Max |F|**: 0.0651 Eh/bohr
**M**: 312.17 g mol⁻¹
**Highest occupied orbital energy (spin up / spin down)**: 2.65 / 0.62 eV
**Total energy**: -66394.982 eV
**Total charge**: -2


Entry 2:
The following is a quantum chemistry calculation of the ion C8H10F9NO5PS with charge +1, from the Open Molecules 2025 dataset.

Cartesian coordinates (Å):
S  0.585  0.327  -0.743
P  -0.613  -0.537  1.993
F  3.348  -1.933  0.903
F  2.475  0.541  1.044
F  5.056  -0.584  0.934
F  4.427  1.369  -0.912
F  3.034  -1.732  -1.658
F  2.951  0.744  -2.405
F  5.026  -0.917  -1.962
F  2.147  2.260  -0.211
F  5.244  -2.559  0.016
O  -5.756  -1.115  0.395
O  -4.407  -1.288  -1.387
O  0.580  -0.709  2.805
O  0.098  1.185  -1.750
O  0.506  -1.085  -0.739
N  -0.357  0.829  0.770
C  -4.707  -0.765  -0.356
C  3.979  -0.939  -1.147
C  4.428  -1.525  0.222
C  3.429  0.525  -1.168
C  -1.652  1.514  0.333
C  -3.941  0.384  0.269
C  -2.592  0.571  -0.430
C  2.276  0.940  -0.197
H  -2.760  0.988  -1.423
H  -1.754  0.016  2.584
H  0.214  1.524  1.268
H  -1.345  2.371  -0.262
H  -1.040  -1.545  1.131
H  -6.243  -1.815  -0.069
H  -3.850  0.194  1.343
H  -4.555  1.283  0.162
H  -2.099  1.889  1.256
H  -2.135  -0.406  -0.606

Computed properties:
**Max |F|**: 0.0138 Eh/bohr
**M**: 434.19 g mol⁻¹
**Highest occupied orbital energy**: -13.93 eV
**Total energy**: -64759.140 eV
**Total charge**: +1


Entry 3:
The following is a quantum chemistry calculation of an isolated molecule of C8H10FN in a non-equilibrium geometry, from the Open Molecules 2025 dataset.

Cartesian coordinates (Å):
F  0.268  0.108  -3.763
N  1.517  2.001  0.835
C  1.568  0.734  0.684
C  0.312  0.217  0.568
C  -0.068  -0.262  -2.473
C  2.780  -0.049  0.377
C  -0.875  -0.263  0.446
C  -1.646  -0.380  1.755
C  -1.342  -0.375  -2.090
C  -1.810  -0.629  -0.681
H  -2.182  -1.635  -0.562
H  3.232  0.196  -0.536
H  2.421  2.600  0.820
H  -2.205  -0.302  -2.683
H  -1.954  -1.420  1.864
H  2.626  -1.094  0.459
H  3.627  0.288  1.174
H  -2.658  0.061  -0.414
H  -2.522  0.317  1.529
H  -1.090  -0.113  2.690

Computed properties:
**Max |F|**: 0.0871 Eh/bohr
**M**: 139.17 g mol⁻¹
**Energy above the lowest of the compared OMol25 structures with the same formula, charge and spin**: 7.485 eV
**Highest occupied orbital energy (spin up / spin down)**: -9.25 / -7.84 eV
**Total energy**: -12658.658 eV


Entry 4:
The following is a quantum chemistry calculation of an isolated molecule of C8H10FNO3 in a non-equilibrium geometry, from the Open Molecules 2025 dataset.

Cartesian coordinates (Å):
F  4.264  1.120  0.426
O  3.069  -2.246  -1.591
O  3.154  -2.542  0.644
O  -0.275  -0.696  0.004
N  3.026  -1.687  -0.524
C  0.838  1.971  -0.106
C  -1.991  0.835  -0.459
C  2.957  0.711  0.168
C  2.037  1.796  0.417
C  2.730  -0.479  -0.283
C  -0.751  0.449  -0.527
C  0.265  1.177  -1.263
C  -1.068  -1.315  1.013
H  -0.094  1.874  -2.063
H  -1.486  -0.405  1.630
H  1.134  0.466  -1.611
H  2.365  2.252  1.265
H  -2.765  0.492  0.107
H  3.706  -3.293  0.453
H  0.291  2.836  0.059
H  -2.186  1.780  -1.058
H  -0.213  -2.025  1.232
H  -1.988  -1.849  0.615

Computed properties:
**Max |F|**: 0.0845 Eh/bohr
**M**: 187.17 g mol⁻¹
**Energy above the lowest of the compared OMol25 structures with the same formula, charge and spin**: 7.899 eV
**Highest occupied orbital energy**: -9.02 eV
**Total energy**: -18799.725 eV


Entry 5:
The following is a quantum chemistry calculation of a structure of composition C8H10IInN in a non-equilibrium geometry, from the Open Molecules 2025 dataset.

Cartesian coordinates (Å):
I  -0.212  1.326  2.795
In  -0.079  0.101  0.502
N  1.345  1.408  -0.564
C  0.766  2.550  -2.679
C  -0.953  1.776  -0.985
C  0.054  -1.387  -1.998
C  -1.202  -2.076  -0.174
C  0.192  -2.371  0.099
C  0.958  -1.938  -1.040
C  0.451  1.979  -1.417
C  -1.271  -1.480  -1.479
H  -2.038  -2.367  0.440
H  1.834  2.554  -2.951
H  2.018  -2.048  -1.158
H  -1.718  1.582  -1.737
H  0.562  -2.927  0.945
H  2.335  1.484  -0.841
H  0.329  -0.961  -2.944
H  -2.169  -1.148  -1.964
H  -0.070  2.896  -3.295
H  -1.296  2.338  -0.103

Computed properties:
**Max |F|**: 0.0560 Eh/bohr
**M**: 361.90 g mol⁻¹
**Highest occupied orbital energy**: -3.12 eV
**Total energy**: -23222.565 eV
**Total charge**: -1


Entry 6:
The following is a quantum chemistry calculation of an isolated molecule of C8H10IN3 in a non-equilibrium geometry, from the Open Molecules 2025 dataset.

Cartesian coordinates (Å):
I  -4.662  -0.176  -0.062
N  -0.953  -1.418  0.162
N  0.290  -1.459  -0.160
N  0.694  2.657  -0.593
C  -1.584  -0.310  -0.610
C  -2.617  0.443  0.250
C  1.233  -2.384  0.459
C  -2.278  1.506  0.942
C  -0.106  1.718  -0.361
C  -0.841  1.738  0.985
C  0.778  -0.578  -0.978
C  -0.288  0.510  -1.152
H  1.185  2.650  -1.480
H  1.744  -0.224  -1.105
H  0.512  -3.184  0.841
H  -3.108  1.967  1.406
H  -0.416  2.660  1.603
H  -0.348  0.687  -2.162
H  1.603  -1.906  1.272
H  -0.269  1.003  1.598
H  2.015  -2.778  -0.161
H  -2.243  -0.865  -1.262

Computed properties:
**Multiplicity**: 3
**Max |F|**: 0.1286 Eh/bohr
**M**: 275.09 g mol⁻¹
**Highest occupied orbital energy (spin up / spin down)**: -5.68 / -8.99 eV
**Total energy**: -21022.525 eV


Entry 7:
The following is a quantum chemistry calculation of a structure of composition C8H10IN5OS2Tl in a non-equilibrium geometry, from the Open Molecules 2025 dataset.

Cartesian coordinates (Å):
Tl  -0.281  -1.109  -1.545
I  -0.786  2.103  -1.217
S  4.809  -0.319  -0.982
S  0.314  -0.519  3.521
O  -2.817  -0.490  -0.763
N  -1.859  -0.822  1.936
N  2.236  -0.448  -1.053
N  3.233  -0.429  -3.170
N  0.257  -0.680  0.953
N  -4.670  0.740  -1.000
C  -3.382  0.593  -0.690
C  -2.679  1.839  -0.198
C  1.574  -0.482  1.302
C  2.595  -0.420  0.276
C  3.936  -0.357  0.503
C  1.791  -0.378  2.642
C  -0.515  -0.717  2.000
C  3.279  -0.401  -1.829
H  -5.151  1.622  -0.933
H  -2.433  1.715  0.856
H  -3.263  2.741  -0.362
H  -5.188  -0.071  -1.306
H  -2.239  -1.124  1.048
H  -2.355  -1.095  2.767
H  2.715  -0.227  3.159
H  4.076  -0.428  -3.713
H  2.346  -0.492  -3.638
H  4.457  -0.343  1.437

Computed properties:
**Max |F|**: 0.0219 Eh/bohr
**M**: 587.62 g mol⁻¹
**Highest occupied orbital energy**: -10.55 eV
**Total energy**: -52417.704 eV
**Total charge**: +1


Entry 8:
The following is a quantum chemistry calculation of a structure of composition C8H10N2 in a non-equilibrium geometry, from the Open Molecules 2025 dataset.

Cartesian coordinates (Å):
N  -1.191  -1.371  1.605
N  -0.758  -0.859  0.276
C  -0.141  0.327  0.481
C  -0.612  -1.147  -2.052
C  0.341  -0.051  -2.150
C  -0.898  -0.290  2.557
C  1.766  1.794  -1.037
C  -0.121  0.765  1.734
C  -1.056  -1.563  -0.830
C  0.761  0.745  -1.145
H  1.340  2.683  -0.445
H  0.689  0.289  -3.141
H  -0.874  -1.538  -2.930
H  1.854  2.112  -2.102
H  -1.705  0.176  3.109
H  -0.456  -2.077  1.748
H  2.750  1.415  -0.561
H  -1.657  -2.410  -0.503
H  -0.223  -0.703  3.405
H  0.192  1.702  1.982

Computed properties:
**Max |F|**: 0.1167 Eh/bohr
**M**: 134.18 g mol⁻¹
**Energy above the lowest of the compared OMol25 structures with the same formula, charge and spin**: 3.930 eV
**Highest occupied orbital energy**: -6.83 eV
**Total energy**: -11433.823 eV


Entry 9:
The following is a quantum chemistry calculation of an isolated molecule of C8H10N2O2 in a non-equilibrium geometry, from the Open Molecules 2025 dataset.

Cartesian coordinates (Å):
O  -0.962  -2.200  -2.300
O  0.421  -2.875  -0.751
N  -0.649  -2.360  -1.105
N  -3.778  -0.761  -0.774
C  1.598  2.547  -0.979
C  0.643  0.494  0.123
C  -1.374  -2.325  1.293
C  -0.719  -1.230  1.211
C  -1.588  -1.886  -0.192
C  1.287  1.816  0.287
C  0.073  -0.108  1.457
C  -2.752  -1.271  -0.596
H  2.172  1.903  -1.714
H  0.903  2.997  -1.669
H  -0.650  0.745  1.670
H  -0.261  0.521  -0.550
H  -1.541  -3.268  1.625
H  0.755  -0.308  2.241
H  0.674  2.460  0.973
H  2.219  1.744  0.870
H  2.130  3.368  -0.640
H  1.401  -0.003  -0.481

Computed properties:
**Max |F|**: 0.1085 Eh/bohr
**M**: 166.18 g mol⁻¹
**Energy above the lowest of the compared OMol25 structures with the same formula, charge and spin**: 7.769 eV
**Highest occupied orbital energy**: -10.23 eV
**Total energy**: -15526.240 eV


Entry 10:
The following is a quantum chemistry calculation of a structure of composition C8H10N2O3S in a non-equilibrium geometry, from the Open Molecules 2025 dataset.

Cartesian coordinates (Å):
S  -1.065  0.012  1.470
O  0.191  2.120  0.548
O  -1.818  -1.201  1.839
O  2.354  2.547  0.274
N  1.364  1.819  0.372
N  -1.468  1.213  -1.419
C  2.901  -1.410  -0.570
C  0.564  -0.531  0.656
C  1.531  0.408  0.262
C  1.984  -2.315  -0.051
C  -2.083  0.387  -0.630
C  2.717  -0.037  -0.374
C  -3.429  0.738  -0.281
C  0.781  -1.877  0.522
H  3.440  0.577  -0.710
H  2.016  -3.414  -0.305
H  3.836  -1.704  -0.978
H  -3.454  0.971  0.784
H  -0.462  1.013  -1.741
H  0.076  -2.511  1.041
H  -3.888  -0.374  -0.565
H  -3.933  1.492  -0.864
H  -0.160  0.118  2.719
H  -1.998  1.959  -1.998

Computed properties:
**Max |F|**: 0.0851 Eh/bohr
**M**: 214.25 g mol⁻¹
**Energy above the lowest of the compared OMol25 structures with the same formula, charge and spin**: 7.599 eV
**Highest occupied orbital energy**: -7.95 eV
**Total energy**: -28408.407 eV


Entry 11:
The following is a quantum chemistry calculation of a structure of composition C8H10N2OPm in a non-equilibrium geometry, from the Open Molecules 2025 dataset.

Cartesian coordinates (Å):
Pm  -0.041  0.208  -0.088
O  1.015  4.447  1.480
N  0.208  2.262  0.850
N  2.028  0.193  -0.327
C  0.144  -2.408  0.547
C  0.256  -1.692  1.758
C  -1.186  -2.276  0.081
C  0.613  3.370  1.168
C  -0.705  -0.040  -2.527
C  -1.902  -1.481  1.010
C  0.503  0.561  -2.590
C  -1.011  -1.126  2.055
H  -1.217  -0.430  2.859
H  -2.904  -1.095  0.867
H  1.165  -1.564  2.331
H  1.433  0.014  -2.773
H  0.661  1.615  -2.322
H  -1.562  -2.653  -0.863
H  -0.832  -1.126  -2.670
H  -1.643  0.493  -2.279
H  2.969  0.588  -0.316
H  0.945  -2.924  0.036

Computed properties:
**Multiplicity**: 5
**Max |F|**: 0.0812 Eh/bohr
**M**: 295.18 g mol⁻¹
**Energy above the lowest of the compared OMol25 structures with the same formula, charge and spin**: 0.473 eV
**Highest occupied orbital energy (spin up / spin down)**: -2.94 / -3.15 eV
**Total energy**: -30040.291 eV
**Total charge**: -1


Entry 12:
The following is a quantum chemistry calculation of an isolated molecule of C8H10N2OS in a non-equilibrium geometry, from the Open Molecules 2025 dataset.

Cartesian coordinates (Å):
S  1.819  1.599  0.458
O  2.210  2.135  -0.859
N  3.379  -0.989  0.248
N  -0.763  1.166  0.201
C  2.050  -1.150  0.123
C  -0.806  -1.202  -0.547
C  0.031  -2.312  -0.510
C  1.313  0.013  0.210
C  -0.195  -0.045  -0.075
C  1.402  -2.355  -0.065
C  -2.164  1.486  -0.071
C  0.053  2.328  0.553
H  0.159  2.959  -0.331
H  2.046  -3.333  -0.344
H  -2.193  2.457  0.248
H  -1.917  -1.224  -0.605
H  -0.381  -3.205  -0.946
H  -2.388  1.384  -1.157
H  -2.941  0.928  0.356
H  3.686  -0.105  0.474
H  -0.262  2.705  1.456
H  3.901  -1.815  0.411

Computed properties:
**Max |F|**: 0.1181 Eh/bohr
**M**: 182.25 g mol⁻¹
**Energy above the lowest of the compared OMol25 structures with the same formula, charge and spin**: 2.328 eV
**Highest occupied orbital energy**: -7.78 eV
**Total energy**: -24318.536 eV


The highest M belongs to which entry? C8H10IN5OS2Tl


The highest M belongs to which entry? C8H10IN5OS2Tl


What is the M in the eleventh record? 295.18 g mol⁻¹